(1)
A molecular structure, C25H45N2P3PmSe2, computed with ωB97M-V/def2-TZVPD.

XYZ file:
```
78
Properties=species:S:1:pos:R:3:forces:R:3
Pm -0.707 0.553 0.218 -0.26 -0.37 0.80
P -1.794 -2.076 0.451 -0.65 -1.56 -0.04
P 1.637 -0.065 1.838 1.55 -0.22 0.91
P 1.266 -1.229 -1.537 0.63 0.06 -1.33
H -2.949 4.417 -6.446 -0.53 -0.04 -0.60
C -3.081 3.522 -7.073 -0.77 0.03 0.15
C -3.948 2.564 -6.708 0.33 0.28 -0.48
H -4.735 2.741 -5.962 0.70 -0.17 0.03
C -3.411 -2.085 1.317 -0.09 0.27 -0.02
C -0.913 -3.340 1.443 0.30 0.16 0.15
C -2.233 -3.033 -1.057 -0.08 0.27 -0.18
C 3.056 1.095 1.602 -0.34 0.23 -0.25
C 1.401 0.152 3.653 -0.36 0.09 -0.15
C 2.550 -1.665 1.846 -0.23 -0.21 -0.03
C 0.724 -1.221 -3.305 -0.12 -0.01 0.27
C 1.660 -3.020 -1.366 -0.23 -0.15 0.48
C 2.971 -0.591 -1.805 0.03 0.10 0.20
H -2.499 3.512 -7.998 0.05 -0.43 0.40
H -3.916 1.575 -7.170 -0.42 0.47 -0.24
H -4.120 -1.458 0.769 -0.01 -0.16 0.05
H -3.325 -1.661 2.322 0.03 -0.15 -0.22
H -3.791 -3.112 1.375 0.05 0.22 -0.04
H -0.641 -2.920 2.420 -0.12 -0.17 -0.10
H 0.018 -3.662 0.960 -0.27 0.00 0.02
H -1.579 -4.201 1.589 0.25 0.18 -0.02
H -2.892 -2.413 -1.677 0.08 -0.16 0.10
H -2.776 -3.944 -0.768 0.22 0.21 -0.08
H -1.361 -3.295 -1.671 -0.21 0.05 0.27
H 3.775 0.963 2.421 -0.16 0.05 -0.25
H 2.681 2.127 1.607 0.20 -0.12 0.14
H 3.556 0.939 0.639 -0.10 -0.05 0.23
H 2.369 0.091 4.169 -0.29 0.02 -0.16
H 0.727 -0.615 4.053 0.16 0.12 -0.07
H 0.947 1.133 3.832 0.12 -0.11 0.12
H 3.204 -1.684 2.730 -0.16 0.02 -0.28
H 3.165 -1.802 0.950 -0.14 0.14 0.22
H 1.848 -2.505 1.910 0.19 0.15 0.06
H 1.492 -1.697 -3.936 -0.30 0.12 0.25
H 0.570 -0.182 -3.627 -0.04 -0.32 0.03
H -0.227 -1.768 -3.383 0.26 0.25 -0.11
H 2.299 -3.317 -2.210 -0.20 0.15 0.19
H 0.748 -3.632 -1.375 0.30 0.14 -0.03
H 2.201 -3.215 -0.431 -0.16 0.00 -0.29
H 3.437 -1.164 -2.622 -0.07 0.27 0.30
H 3.583 -0.685 -0.898 -0.10 0.05 -0.33
H 2.901 0.473 -2.075 0.20 -0.29 -0.01
C 0.195 2.880 -2.899 0.48 -0.36 1.43
C -1.147 2.746 -3.318 -1.04 -0.32 -1.24
C -1.454 2.944 -4.658 -0.50 -0.45 1.70
C -0.501 3.399 -5.576 0.11 -0.10 0.11
C 0.814 3.621 -5.145 1.11 -0.01 0.95
C 1.155 3.322 -3.831 1.18 0.77 -1.72
Se 0.848 2.511 -1.194 0.33 0.87 -1.55
H -0.918 0.146 -1.690 -0.67 0.02 -0.34
H -1.923 2.446 -2.628 0.05 -0.01 0.00
H -2.460 2.743 -5.006 0.14 0.12 0.12
H -0.791 3.564 -6.612 0.09 -0.01 0.22
H 1.564 4.014 -5.834 -0.20 -0.23 0.25
H 2.188 3.415 -3.501 -0.21 0.13 -0.13
C -2.202 -0.634 4.679 -0.15 -0.03 -0.21
N -1.832 0.769 4.822 -0.23 0.63 -1.43
C -1.928 1.709 3.821 0.78 0.26 2.65
Se -2.657 1.539 2.110 0.01 -0.04 0.03
N -1.592 2.900 4.411 -0.38 -0.80 -0.86
C -1.397 2.746 5.789 -0.29 0.32 -0.02
C -1.335 3.687 6.817 0.29 -0.29 0.18
C -1.373 3.196 8.129 0.15 0.23 -0.35
C -1.485 1.816 8.389 -0.02 -0.65 -0.53
C -1.595 0.890 7.329 0.34 0.11 1.00
C -1.522 1.390 6.044 -0.66 0.07 -0.45
H -1.731 -1.055 3.772 -0.14 0.18 0.49
H -3.298 -0.730 4.584 0.47 -0.01 0.14
H -1.849 -1.158 5.571 -0.14 -0.03 -0.34
H -1.654 3.766 3.892 0.00 0.00 0.24
H -1.246 4.738 6.559 -0.09 -0.07 0.35
H -1.320 3.891 8.977 -0.03 -0.32 -0.50
H -1.494 1.462 9.431 -0.09 0.18 -0.65
H -1.733 -0.184 7.468 0.04 0.41 0.36
```
Positions in Å, forces in eV/Å.

2S+1: 5
Maximum force (eV/A): 2.78
Net charge: +3
Energy (eV): -204721.6542
ΔE to the lowest compared entry with this formula, charge and spin (kJ/mol): 67.5

***

(2)
A single C6H11N molecule, computed with ωB97M-V/def2-TZVPD.

XYZ file:
```
18
Properties=species:S:1:pos:R:3:forces:R:3
C -0.507 2.177 1.696 -0.12 -0.23 -0.30
C 0.184 1.413 0.849 -0.16 0.38 0.47
C -0.398 0.324 0.058 0.57 0.06 -0.06
N -1.794 0.316 -0.075 -0.54 0.13 -0.17
C 0.359 -0.668 -0.438 -0.27 -0.13 0.25
C -0.311 -1.826 -1.122 -0.16 0.05 0.47
C 1.839 -0.767 -0.273 0.88 0.90 -0.73
H -0.063 3.001 2.235 0.06 -0.10 0.07
H -1.549 1.957 1.865 -0.23 0.23 0.13
H 1.245 1.596 0.792 0.13 -0.13 -0.30
H -2.228 1.225 -0.005 0.25 0.10 0.20
H -2.133 -0.090 -0.936 0.19 -0.30 0.07
H -1.126 -2.229 -0.513 -0.10 0.14 0.00
H 0.396 -2.642 -1.231 0.05 -0.05 -0.48
H -0.745 -1.503 -2.069 0.10 -0.32 -0.27
H 2.177 -1.297 0.615 -0.08 -0.25 0.01
H 2.305 -1.193 -1.170 -0.25 -0.55 0.22
H 2.349 0.204 -0.278 -0.32 0.07 0.43
```
Positions in Å, forces in eV/Å.

2S+1: 1
Maximum force (eV/A): 1.46
Structure (SMILES): C=CC(N)=C(C)C
Energy (eV): -7889.5081
ΔE to the lowest compared entry with this formula, charge and spin (kJ/mol): 98.7

***

(3)
A single C3HN molecule, computed with ωB97M-V/def2-TZVPD.

XYZ file:
```
5
Properties=species:S:1:pos:R:3:forces:R:3
C -1.823 0.045 -0.026 -5.82 2.04 0.68
C -0.660 -0.144 -0.014 3.19 -0.45 0.21
C 0.745 -0.150 0.042 4.43 1.92 -0.71
N 1.911 0.148 -0.016 -5.40 -1.82 0.44
H -2.956 0.467 0.107 3.60 -1.68 -0.62
```
Positions in Å, forces in eV/Å.

2S+1: 1
Maximum force (eV/A): 6.20
Structure (SMILES): C#CC#N
Energy (eV): -4613.9210
ΔE to the lowest compared entry with this formula, charge and spin (kJ/mol): 60.9

***

(4)
2 unconnected molecules or ions with the total composition CHNO3P, computed with ωB97M-V/def2-TZVPD.

XYZ file:
```
7
Properties=species:S:1:pos:R:3:forces:R:3
C -0.672 -2.519 0.453 0.22 0.44 -0.59
N 0.312 -0.403 -0.290 0.04 -1.72 0.10
O -0.882 -2.888 -0.597 -0.69 -1.24 -3.65
O -0.585 -2.401 1.575 0.43 0.71 4.19
O 1.541 1.133 -1.876 0.83 0.96 -0.75
P 1.244 -0.294 -1.562 -0.61 -0.11 0.33
H 0.230 0.452 0.215 -0.22 0.96 0.37
```
Positions in Å, forces in eV/Å.

2S+1: 1
Maximum force (eV/A): 4.28
Net charge: -1
Energy (eV): -17977.2092
ΔE to the lowest compared entry with this formula, charge and spin (kJ/mol): 28.7

***

(5)
7 unconnected molecules or ions with the total composition C38H37F7P, computed with ωB97M-V/def2-TZVPD.

XYZ file:
```
83
Properties=species:S:1:pos:R:3:forces:R:3
F -2.435 -1.128 0.902 -0.10 -0.01 -0.16
C -1.869 0.118 0.610 -0.35 0.51 0.14
C -2.965 0.988 -0.024 0.44 0.23 0.22
P -4.566 0.267 0.286 -0.06 -0.11 -0.07
H -1.545 0.551 1.551 0.20 -0.08 0.07
H -1.041 0.007 -0.080 0.17 -0.28 0.05
H -2.974 1.981 0.423 -0.01 0.11 0.05
H -2.827 1.126 -1.091 -0.22 -0.11 -0.17
H -5.553 1.228 0.120 -0.14 -0.01 -0.17
H -4.687 -0.184 1.591 0.00 0.04 0.17
H -4.832 -0.818 -0.532 -0.10 -0.06 -0.09
F 3.573 -3.278 0.947 -0.01 -0.01 0.03
C 2.456 -3.172 0.202 -0.06 -0.05 -0.11
C 2.503 -3.542 -1.128 0.05 0.01 -0.06
C 1.353 -3.419 -1.897 0.07 0.04 0.11
C 0.184 -2.930 -1.330 -0.07 0.02 -0.02
C 0.164 -2.574 0.011 0.16 0.00 -0.23
C 1.303 -2.694 0.788 0.01 0.06 0.20
H 3.428 -3.913 -1.549 0.01 -0.01 0.02
H 1.371 -3.703 -2.939 0.01 -0.02 -0.03
H -0.707 -2.834 -1.937 0.00 -0.04 -0.01
H -0.730 -2.185 0.462 -0.07 -0.21 0.04
H 1.285 -2.406 1.830 0.08 -0.07 0.02
F 3.152 2.363 4.964 0.01 0.00 0.00
C 3.014 1.781 3.751 0.15 0.02 -0.03
C 2.708 2.578 2.669 -0.11 0.15 -0.02
C 2.572 1.980 1.425 -0.06 -0.09 0.01
C 2.731 0.608 1.289 0.00 -0.02 -0.06
C 3.047 -0.167 2.397 -0.01 0.03 -0.04
C 3.198 0.417 3.643 -0.07 0.00 0.10
H 2.574 3.643 2.804 0.04 0.00 0.02
H 2.339 2.590 0.562 0.01 0.02 -0.01
H 2.617 0.140 0.319 0.03 -0.01 0.00
H 3.181 -1.233 2.293 0.08 -0.04 -0.01
H 3.438 -0.168 4.521 0.04 0.02 0.00
F -0.562 0.440 3.657 0.01 0.01 -0.02
C -0.858 0.707 4.959 -0.01 0.04 0.14
C -2.150 0.496 5.392 -0.07 -0.01 -0.09
C -2.460 0.770 6.716 0.01 0.02 0.02
C -1.484 1.251 7.576 0.00 0.01 0.03
C -0.192 1.454 7.112 -0.05 -0.02 0.02
C 0.136 1.178 5.792 0.10 -0.02 -0.13
H -2.896 0.122 4.704 0.01 -0.04 0.00
H -3.466 0.605 7.076 -0.01 0.00 0.00
H -1.729 1.465 8.606 0.00 0.00 0.01
H 0.572 1.829 7.779 0.02 0.00 0.00
H 1.141 1.324 5.422 -0.12 -0.01 0.01
F -0.601 -3.711 -4.390 -0.08 0.01 -0.04
C -1.767 -4.255 -4.814 -0.02 -0.01 -0.01
C -2.952 -3.656 -4.443 -0.01 0.09 0.06
C -4.144 -4.211 -4.885 0.01 -0.03 -0.03
C -4.133 -5.350 -5.677 -0.03 -0.01 -0.01
C -2.925 -5.935 -6.032 -0.04 0.03 0.01
C -1.726 -5.386 -5.602 0.10 -0.05 -0.04
H -2.936 -2.768 -3.826 0.02 0.06 0.00
H -5.084 -3.750 -4.612 0.00 0.01 0.01
H -5.064 -5.781 -6.018 -0.01 -0.01 0.00
H -2.913 -6.824 -6.647 0.01 -0.01 -0.01
H -0.773 -5.822 -5.871 0.01 0.01 0.02
F 6.923 5.015 -0.823 0.00 0.00 0.00
C 6.782 5.169 0.509 0.00 0.01 0.04
C 5.919 4.333 1.187 -0.10 -0.09 -0.05
C 5.778 4.495 2.557 0.04 0.04 0.04
C 6.491 5.480 3.225 0.00 0.02 0.01
C 7.353 6.307 2.518 -0.04 -0.03 0.01
C 7.506 6.154 1.148 0.07 0.07 -0.03
H 5.371 3.571 0.648 0.02 -0.01 -0.01
H 5.111 3.843 3.104 0.00 -0.02 0.02
H 6.377 5.601 4.294 0.01 0.00 0.01
H 7.909 7.077 3.034 0.02 0.01 0.00
H 8.175 6.784 0.578 -0.01 0.00 -0.02
F -4.701 0.593 -2.654 0.01 0.01 0.10
C -4.268 0.290 -3.926 0.07 -0.05 -0.15
C -2.915 0.306 -4.180 0.06 0.03 0.18
C -2.484 -0.004 -5.462 -0.01 -0.03 -0.04
C -3.406 -0.316 -6.450 -0.01 -0.01 -0.02
C -4.763 -0.319 -6.160 0.07 -0.01 -0.01
C -5.209 -0.014 -4.882 -0.16 -0.02 0.07
H -2.211 0.556 -3.396 0.01 0.00 -0.03
H -1.426 -0.005 -5.684 0.01 0.01 0.01
H -3.065 -0.557 -7.447 0.00 -0.01 -0.01
H -5.482 -0.557 -6.931 -0.02 -0.01 0.00
H -6.262 -0.012 -4.633 0.00 0.02 0.00
```
Positions in Å, forces in eV/Å.

2S+1: 1
Maximum force (eV/A): 0.63
Net charge: +1
Energy (eV): -68309.6961

***

(6)
2 unconnected molecules or ions with the total composition C5H9NOS, computed with ωB97M-V/def2-TZVPD.

XYZ file:
```
17
Properties=species:S:1:pos:R:3:forces:R:3
C -0.960 1.552 0.358 0.73 0.42 -0.05
C -0.011 0.840 0.591 0.34 1.56 0.34
C 1.286 0.100 0.826 -3.85 0.57 -1.73
C 1.977 0.061 -0.493 -2.19 0.48 -2.15
H -1.782 2.197 0.043 0.68 -0.66 0.49
H 1.862 0.669 1.497 0.60 -0.04 1.49
H 0.840 -0.868 1.063 1.23 -0.35 0.91
H 2.841 -0.443 -0.381 3.43 -1.40 0.32
H 2.145 1.057 -0.934 -0.04 -0.42 0.29
H 1.441 -0.572 -1.249 0.01 0.75 0.59
O -2.124 -1.540 1.152 -0.80 0.49 0.59
C -1.867 -1.118 0.055 1.21 -0.54 -1.73
N -2.557 -0.206 -0.705 -0.19 -1.19 -1.44
S -4.005 0.480 -0.040 0.88 -0.44 -0.02
H -0.926 -1.498 -0.432 -0.72 0.48 -0.21
H -2.285 -0.071 -1.703 -0.39 -0.10 1.59
H -3.386 0.066 1.088 -0.94 0.38 0.72
```
Positions in Å, forces in eV/Å.

2S+1: 1
Maximum force (eV/A): 4.26
Structure (SMILES): C#CCC.O=CNS
Energy (eV): -19700.1745
ΔE to the lowest compared entry with this formula, charge and spin (kJ/mol): 398.4

***

Question: Look up the maximum force of the third one.
Answer: 6.20 eV/A

***

Question: The highest 2S+1 belongs to which entry?
Answer: C25H45N2P3PmSe2